[1]
This record from the OMol25 dataset describes a cluster of 2 separate species, C2H5O2S in total in a non-equilibrium geometry. The level of theory is ωB97M-V with the def2-TZVPD basis set.

Computed properties:
Energy above the lowest of the compared OMol25 structures with the same formula, charge and spin in kJ/mol: 80.4
Charge: -2
HOMO-LUMO gap (spin up / spin down) in eV: 2.917 / 7.373
2S+1: 2
Total energy in Eh: -627.7543
E_LUMO (spin up / spin down) in eV: 6.10 / 6.27
HOMO energy (spin up / spin down) in eV: 3.18 / -1.10

Geometry as XYZ:
```
10
Properties=species:S:1:pos:R:3:forces:R:3:mulliken_spin:R:1
O 0.206 -0.119 -1.957 1.571 0.034 0.717 0.132
H -0.846 -0.522 -0.852 -1.416 0.568 0.219 0.141
S -1.942 -0.152 -0.045 1.340 -0.626 1.231 0.405
C -0.721 0.248 1.464 -1.229 -0.597 -2.994 0.240
H 2.012 -0.995 -1.642 -0.727 0.500 0.757 0.004
O 1.776 0.661 -0.456 -0.945 -0.899 -0.561 -0.012
C 1.275 -0.146 -1.277 1.510 0.309 -1.605 0.080
H 0.131 -0.454 1.470 -0.948 0.086 0.529 -0.026
H -1.534 0.281 2.156 0.499 -0.121 1.384 0.047
H -0.356 1.197 1.141 0.344 0.747 0.323 -0.011
```
Positions in Å, forces in eV/Å.

***

[2]
This record from the OMol25 dataset describes a cluster of 2 separate species, C2H5O2S2 in total in a non-equilibrium geometry. The level of theory is ωB97M-V with the def2-TZVPD basis set.

Computed properties:
Energy above the lowest of the compared OMol25 structures with the same formula, charge and spin in kJ/mol: 56.7
Charge: -1
HOMO-LUMO gap in eV: 7.748
Total energy in Eh: -1026.1162
E_LUMO in eV: 3.44
HOMO energy in eV: -4.30

Geometry as XYZ:
```
11
Properties=species:S:1:pos:R:3:forces:R:3:nbo_charge:R:1
H 0.926 -1.996 0.051 0.163 0.396 0.234 0.235
H -3.020 -1.301 1.376 -0.085 0.299 -0.165 0.005
C 1.310 -0.997 0.297 -0.042 0.593 -0.117 -0.735
C -1.964 -1.026 1.101 0.016 -0.321 -0.111 0.640
H -0.465 1.172 0.214 -0.117 0.510 -0.406 0.236
S 1.153 0.010 -1.229 0.161 0.415 0.253 0.023
O -1.108 -1.786 1.585 -0.179 0.028 0.228 -0.774
H 0.644 -0.542 1.042 0.234 -0.522 -0.349 0.270
H 2.333 -1.022 0.686 -0.038 -0.014 -0.249 0.185
S 0.525 1.893 -0.464 0.041 -1.382 0.243 -0.289
O -1.809 -0.041 0.331 -0.155 0.000 0.440 -0.797
```
Positions in Å, forces in eV/Å.

***

Which of these has the highest charge?
C2H5O2S2

***

Which formula does entry 1 have?
C2H5O2S